[1]
Here is a 2-piece molecular cluster, C12H12N2O overall in a non-equilibrium geometry from OMol25. Energies are from the ωB97M-V functional and the def2-TZVPD basis.

Atoms and positions in Å:
O1 -3.92 2.18 0.43
N1 -2.16 -1.83 0.23
N2 -0.31 0.91 0.85
C1 -5.21 -0.84 -1.05
C2 4.43 -0.71 -0.60
C3 2.01 -1.05 -0.83
C4 -3.94 1.04 0.22
C5 -3.98 -0.11 -0.28
C6 3.37 -1.43 -1.11
C7 0.37 1.26 2.05
C8 4.15 0.45 0.12
C9 -2.97 -1.08 -0.08
C10 2.85 0.87 0.32
C11 1.79 0.18 -0.28
C12 0.40 0.49 -0.13
H1 5.08 1.03 0.53
H2 -4.68 -1.38 -1.84
H3 1.25 -1.67 -1.22
H4 1.47 0.99 1.88
H5 -0.27 0.96 2.94
H6 3.57 -2.30 -1.68
H7 0.46 2.33 2.00
H8 -0.17 0.29 -1.04
H9 5.47 -0.87 -0.78
H10 -5.86 -1.43 -0.32
H11 2.69 1.76 1.01
H12 -5.88 -0.05 -1.36

The value obtained for the frontier orbital gap is 9.539 eV. Its total charge is 0. The LUMO energy comes out at 0.3 eV. The energy above the lowest of the compared OMol25 structures with the same formula, charge and spin is 84.52 kcal per mole. The SMILES is C/N=C\c1ccccc1.CC(=C=O)C#N.

Here are the natural (NBO) charges for atoms 1 to 6, given in e: O -0.41; N -0.32; N -0.39; C -0.55; C -0.22; C -0.17

***

[2]
Here is C14H18F5NORhS3Te as an isolated structure in a non-equilibrium geometry from OMol25. Energies are from the ωB97M-V functional and the def2-TZVPD basis.

Atoms and positions in Å:
Te1 -2.47 0.87 -1.08
Rh1 0.27 1.09 0.43
S1 1.50 3.22 0.74
S2 -1.42 2.43 2.02
S3 1.28 0.33 2.54
F1 -3.10 2.50 -0.34
F2 -1.67 -0.40 -2.21
F3 -3.10 1.58 -2.68
F4 -0.92 2.03 -1.50
F5 -4.17 0.16 -0.89
O1 -1.78 0.14 0.40
N1 8.02 0.15 0.74
C1 3.62 1.01 -0.99
C2 -0.88 4.17 1.94
C3 2.44 1.69 2.93
C4 4.84 -1.21 0.19
C5 6.92 0.07 0.40
C6 2.08 3.10 2.47
C7 0.15 4.43 0.85
C8 2.86 -0.18 -0.79
C9 -0.14 0.54 3.66
C10 4.93 1.10 -0.60
C11 5.56 -0.01 0.00
C12 3.53 -1.29 -0.19
C13 1.54 -0.26 -1.21
C14 -0.83 1.89 3.67
H1 -1.73 1.80 4.28
H2 1.31 3.54 3.10
H3 5.49 2.00 -0.76
H4 1.15 0.50 -1.89
H5 5.34 -2.06 0.63
H6 3.14 1.86 -1.47
H7 2.98 -2.22 -0.05
H8 -0.55 4.49 2.92
H9 -0.83 -0.23 3.31
H10 1.01 -1.21 -1.16
H11 3.36 1.36 2.45
H12 0.60 5.42 0.98
H13 -0.21 2.67 4.11
H14 2.97 3.73 2.54
H15 0.20 0.29 4.66
H16 -0.30 4.38 -0.14
H17 2.59 1.68 4.01
H18 -1.78 4.74 1.69

As for the multiplicity: 5. The value obtained for the frontier orbital gap (spin up / spin down) is 7.596 / 7.235 eV. Its total charge is +1. The expectation value of S² is 6.0564. The LUMO energy (spin up / spin down) comes out at -3.5 / -6.1 eV.

Here are the natural (NBO) charges for atoms 1 to 6, given in e: Te 3.40; Rh 0.94; S 0.30; S 0.38; S 0.31; F -0.62

***

[3]
Here is C46H47BrN2O5RuS as an isolated structure in a non-equilibrium geometry from OMol25. Energies are from the ωB97M-V functional and the def2-TZVPD basis.

Atoms and positions in Å:
Ru1 -0.23 -0.41 -0.20
Br1 -1.76 -2.53 -0.96
S1 2.30 -0.30 -2.65
O1 1.67 -1.54 0.06
O2 -0.76 -1.45 1.64
O3 -0.50 0.67 -2.04
O4 -1.58 1.11 0.51
O5 -4.07 2.05 1.40
N1 1.11 0.80 1.02
N2 2.40 0.43 0.98
C1 -2.79 -6.73 2.22
C2 -4.67 2.77 -3.17
C3 -4.29 -6.59 1.94
C4 -1.21 1.76 -2.08
C5 2.58 -0.75 0.40
C6 -1.46 -4.70 3.09
C7 1.71 -2.86 -3.27
C8 -1.11 -2.69 1.77
C9 -2.63 -7.28 3.64
C10 -0.09 -3.66 5.37
C11 -3.35 2.88 -2.67
C12 0.84 1.73 1.89
C13 6.35 -0.69 0.08
C14 -2.54 1.72 -2.64
C15 6.61 -2.00 -0.31
C16 -0.15 -3.61 -4.60
C17 -0.17 -2.75 4.13
C18 2.26 1.10 -3.79
C19 -2.20 -4.70 0.83
C20 1.33 -1.53 -3.47
C21 -0.53 3.28 3.17
C22 -1.69 -3.43 0.73
C23 -2.82 4.11 -2.19
C24 -0.95 -3.41 2.99
C25 -4.33 0.42 -3.63
C26 -3.06 0.50 -3.13
C27 -0.52 -2.29 -4.81
C28 -1.62 1.88 1.48
C29 1.26 -2.48 3.65
C30 -2.90 2.42 1.92
C31 -1.55 4.14 -1.68
C32 -5.15 1.58 -3.63
C33 -0.43 2.30 2.17
C34 -2.12 -5.36 2.05
C35 -0.75 2.99 -1.62
C36 4.26 -2.49 -0.19
C37 5.56 -2.90 -0.44
C38 -2.18 -7.74 1.24
C39 -2.93 3.41 2.87
C40 -0.84 -1.43 4.56
C41 -1.75 3.84 3.49
C42 4.00 -1.17 0.19
C43 5.05 -0.28 0.32
C44 -4.23 0.78 0.75
C45 0.22 -1.25 -4.25
C46 0.97 -3.89 -3.83
H1 5.75 -3.92 -0.74
H2 -3.79 0.77 -0.24
H3 1.75 -3.42 3.36
H4 -1.80 4.61 4.25
H5 -4.73 -5.87 2.63
H6 -0.84 -0.72 3.74
H7 -1.58 -7.46 3.88
H8 -4.81 -7.55 2.06
H9 -4.72 -0.51 -4.01
H10 -1.11 -7.84 1.42
H11 -0.74 -4.41 -5.03
H12 -2.65 -8.72 1.36
H13 -6.17 1.51 -4.01
H14 4.83 0.74 0.62
H15 -5.31 0.63 0.68
H16 -0.29 -0.99 5.40
H17 0.23 3.01 -1.16
H18 0.38 3.59 3.67
H19 -3.16 -8.23 3.72
H20 -3.79 -0.03 1.34
H21 -2.65 -5.17 -0.04
H22 1.25 -1.82 2.78
H23 0.46 -3.14 6.15
H24 -0.10 -0.22 -4.40
H25 7.17 0.01 0.18
H26 2.58 -3.07 -2.65
H27 1.27 -4.92 -3.67
H28 -2.32 -7.42 0.21
H29 -3.04 -6.60 4.38
H30 3.42 -3.17 -0.29
H31 -1.15 5.08 -1.31
H32 -5.30 3.65 -3.18
H33 7.62 -2.32 -0.51
H34 -1.09 -3.89 5.76
H35 1.24 1.37 -4.05
H36 -3.44 5.00 -2.23
H37 -1.33 -5.22 4.03
H38 -3.88 3.84 3.13
H39 0.43 -4.59 5.15
H40 -2.42 -0.38 -3.09
H41 2.73 1.92 -3.25
H42 2.84 0.87 -4.69
H43 -1.41 -2.06 -5.39
H44 -1.87 -1.61 4.88
H45 1.85 -2.01 4.44
H46 -4.47 -6.22 0.92
H47 1.67 2.08 2.50

As for the multiplicity: 2. The value obtained for the frontier orbital gap (spin up / spin down) is 6.621 / 6.000 eV. Its total charge is -1. The expectation value of S² is 0.7608. The LUMO energy (spin up / spin down) comes out at 2.2 / 1.6 eV. The energy above the lowest of the compared OMol25 structures with the same formula, charge and spin is 22.43 kcal per mole.

Here are the Mulliken charges for atoms 1 to 6, given in e: Ru 1.86; Br -0.25; S 0.38; O -1.02; O -0.14; O -1.30

***

[4]
Here is C30H39GdN3S as an isolated structure in a non-equilibrium geometry from OMol25. Energies are from the ωB97M-V functional and the def2-TZVPD basis.

Atoms and positions in Å:
Gd1 -0.22 -0.54 0.71
S1 2.60 -0.25 0.24
N1 0.64 0.79 3.19
N2 -1.26 2.31 -0.83
N3 -1.76 1.39 1.10
C1 -3.42 -1.83 0.29
C2 1.65 2.64 -3.05
C3 -1.04 1.84 -3.22
C4 3.05 -0.17 -1.50
C5 -1.94 -2.80 2.97
C6 -2.94 2.01 0.60
C7 0.82 2.79 -1.94
C8 -1.29 -1.99 -2.10
C9 1.46 0.52 4.20
C10 -1.07 -2.40 -0.68
C11 2.13 1.75 -5.35
C12 -2.44 1.35 -3.32
C13 -0.71 0.70 3.36
C14 0.17 -2.90 -0.14
C15 1.01 0.47 5.53
C16 -0.53 2.42 -2.05
C17 1.38 3.36 -0.67
C18 -2.01 -2.30 0.41
C19 -0.16 1.67 -4.30
C20 1.07 -3.46 2.25
C21 -1.65 0.48 2.20
C22 -2.62 2.56 -0.59
C23 0.01 -3.04 1.28
C24 -1.24 0.72 4.68
C25 -0.37 0.63 5.75
C26 1.18 2.04 -4.22
C27 -0.73 1.60 0.20
C28 -1.34 -2.71 1.61
C29 3.93 0.71 1.01
C30 1.38 -3.26 -0.92
H1 3.68 -1.03 -1.74
H2 -4.10 -2.67 0.07
H3 1.36 -2.81 -1.92
H4 -2.65 0.50 -2.65
H5 -0.66 -1.13 -2.39
H6 2.67 3.01 -3.01
H7 -3.77 -1.35 1.22
H8 -3.18 2.14 -3.13
H9 1.10 -4.55 2.35
H10 2.13 -0.21 -2.11
H11 3.63 0.94 2.04
H12 1.15 2.73 0.21
H13 0.90 -3.03 3.24
H14 -3.87 1.99 1.14
H15 1.44 -4.35 -1.05
H16 3.58 0.77 -1.72
H17 2.51 0.34 3.94
H18 2.47 3.43 -0.75
H19 -2.33 -1.70 -2.27
H20 -2.61 0.98 -4.34
H21 -2.65 0.13 2.51
H22 2.73 0.85 -5.16
H23 2.31 -2.94 -0.43
H24 -2.33 0.82 4.79
H25 4.83 0.09 1.01
H26 1.72 0.33 6.33
H27 -2.87 -2.22 3.04
H28 1.58 1.58 -6.28
H29 -2.18 -3.84 3.23
H30 -0.54 1.21 -5.22
H31 -1.03 -2.81 -2.78
H32 -3.22 3.11 -1.28
H33 -3.54 -1.10 -0.52
H34 2.07 -3.13 1.92
H35 2.82 2.59 -5.50
H36 4.10 1.63 0.45
H37 -1.25 -2.42 3.74
H38 -0.76 0.66 6.78
H39 0.99 4.37 -0.48

As for the multiplicity: 8. The value obtained for the frontier orbital gap (spin up / spin down) is 2.257 / 3.711 eV. Its total charge is -1. The expectation value of S² is 16.7268. The LUMO energy (spin up / spin down) comes out at 2.5 / 2.4 eV. The energy above the lowest of the compared OMol25 structures with the same formula, charge and spin is 23.43 kcal per mole.

Here are the Mulliken charges for atoms 1 to 6, given in e: Gd -2.02; S 0.61; N 0.02; N 0.72; N 0.31; C -1.33

***

[5]
Here is C17H14BrClCrO2 as an isolated structure in a non-equilibrium geometry from OMol25. Energies are from the ωB97M-V functional and the def2-TZVPD basis.

Atoms and positions in Å:
Br1 -1.37 -1.82 2.27
Cr1 0.88 1.52 -1.11
Cl1 -0.81 1.40 -2.60
O1 -0.04 2.28 0.80
O2 -0.33 0.09 0.36
C1 -2.88 -0.11 3.92
C2 -2.98 2.30 3.80
C3 2.67 0.32 -2.12
C4 -2.01 2.27 2.78
C5 -0.57 1.12 1.07
C6 2.85 0.58 -0.72
C7 -0.60 -2.88 -2.96
C8 2.91 2.02 -0.53
C9 0.29 -3.44 -0.89
C10 1.36 -3.42 -1.85
C11 -1.95 -0.13 2.86
C12 2.64 2.63 -1.83
C13 -3.39 1.11 4.40
C14 0.80 -3.08 -3.12
C15 -0.93 -3.12 -1.58
C16 2.50 1.56 -2.80
C17 -1.51 1.07 2.26
H1 3.07 -0.19 0.03
H2 2.65 3.70 -2.05
H3 2.34 1.70 -3.87
H4 0.38 -3.67 0.17
H5 -3.20 -1.04 4.37
H6 2.74 -0.66 -2.60
H7 -1.65 3.21 2.35
H8 3.13 2.54 0.39
H9 -3.40 3.25 4.13
H10 -4.10 1.10 5.23
H11 1.34 -3.11 -4.07
H12 -1.29 -2.58 -3.74
H13 2.43 -3.47 -1.61
H14 -1.91 -3.05 -1.14

As for the multiplicity: 4. The value obtained for the frontier orbital gap (spin up / spin down) is 3.763 / 4.726 eV. Its total charge is -1. The expectation value of S² is 3.8392. The LUMO energy (spin up / spin down) comes out at 1.3 / 2.3 eV.

Here are the natural (NBO) charges for atoms 1 to 6, given in e: Br 0.14; Cr 1.13; Cl -0.47; O -0.74; O -0.62; C -0.25

***

[6]
Here is C39H111O34P7 as an isolated structure in a non-equilibrium geometry from OMol25. Energies are from the ωB97M-V functional and the def2-TZVPD basis.

Atoms and positions in Å:
P1 0.26 0.61 6.37
P2 3.58 -4.81 0.27
P3 4.69 0.44 -2.27
P4 -1.91 4.27 1.12
P5 -3.22 -4.86 0.30
P6 -1.65 -4.90 -4.31
P7 4.49 -0.62 3.62
O1 0.49 1.14 4.93
O2 -1.28 4.24 -0.22
O3 1.30 5.39 -2.31
O4 -2.17 -5.78 0.77
O5 0.91 -0.64 6.74
O6 5.45 1.28 -1.18
O7 4.71 0.75 3.10
O8 5.87 -0.35 -2.98
O9 -3.48 4.46 0.99
O10 -1.72 3.04 2.11
O11 1.96 5.31 2.38
O12 2.23 -4.61 0.99
O13 -1.65 -5.24 -5.83
O14 4.61 -0.72 5.18
O15 -7.88 -0.52 2.00
O16 -1.46 5.43 2.09
O17 -4.20 -4.31 1.49
O18 -2.70 -1.06 -3.88
O19 -2.81 -3.97 -3.96
O20 -1.55 -6.29 -3.59
O21 4.33 1.55 -3.34
O22 3.92 -3.60 -0.72
O23 -2.70 3.77 -2.58
O24 0.62 1.88 7.21
O25 -4.25 -5.31 -0.82
O26 3.60 -6.13 -0.39
O27 4.69 -4.55 1.44
O28 5.39 -1.82 3.02
O29 -2.58 -3.57 -0.38
O30 -0.24 -4.30 -4.06
O31 -1.31 0.56 6.40
O32 3.56 -0.37 -1.79
O33 1.05 0.30 -1.87
O34 3.00 -1.20 3.41
C1 2.00 2.11 7.58
C2 -7.21 -0.09 0.81
C3 -2.12 -0.34 -6.10
C4 1.46 4.30 3.21
C5 4.94 -5.66 2.31
C6 -1.49 2.79 -4.37
C7 -0.88 6.65 1.59
C8 6.41 -1.52 -2.22
C9 1.04 1.77 0.14
C10 -4.35 4.50 -0.15
C11 6.44 -1.30 2.24
C12 -1.94 -0.23 7.52
C13 2.88 -3.53 -1.70
C14 -4.59 -0.80 -5.42
C15 0.64 4.89 4.36
C16 0.08 0.62 3.63
C17 3.52 5.38 -1.38
C18 3.17 1.43 -4.18
C19 -3.16 -0.35 -5.02
C20 4.22 -1.92 5.87
C21 -1.66 5.44 -3.98
C22 2.64 4.87 -2.52
C23 -4.85 -6.64 -0.56
C24 -2.09 3.01 3.46
C25 -2.86 -5.42 -6.60
C26 0.10 -2.99 -3.70
C27 -6.85 -1.37 0.03
C28 -1.60 3.98 -3.49
C29 -5.89 0.53 1.21
C30 -3.60 -4.10 2.79
C31 3.10 5.26 -3.89
C32 2.60 -1.73 2.15
C33 -1.26 -6.27 -2.19
C34 0.98 -5.30 0.65
C35 -3.30 -2.69 -1.30
C36 4.65 2.11 -0.36
C37 -1.03 1.03 -0.94
C38 0.42 0.63 -0.64
C39 2.55 3.32 3.65
H1 1.97 1.57 0.62
H2 -1.91 -6.94 -1.61
H3 -0.91 5.50 -4.77
H4 3.57 6.48 -1.50
H5 -7.89 0.59 0.24
H6 -4.11 -2.17 -0.80
H7 4.63 -1.85 6.87
H8 2.87 -4.36 -2.46
H9 4.06 -6.36 2.40
H10 -1.37 -1.17 7.69
H11 -1.68 7.38 1.60
H12 4.46 1.70 0.60
H13 3.75 2.44 -0.93
H14 -4.75 -1.85 -5.39
H15 -5.33 -6.82 -1.52
H16 6.74 -2.26 -2.92
H17 -1.21 2.59 3.96
H18 0.32 4.11 5.03
H19 -5.25 -0.18 1.78
H20 -0.19 6.96 2.35
H21 -5.26 -0.43 -4.66
H22 -3.27 0.66 -4.59
H23 0.66 -2.95 -2.73
H24 -4.14 -7.34 -0.20
H25 6.08 -0.69 1.45
H26 0.37 2.15 0.88
H27 2.44 1.13 8.00
H28 1.37 2.57 -0.57
H29 0.51 -0.25 0.03
H30 0.89 5.04 -1.53
H31 -5.34 0.80 0.31
H32 -1.91 0.42 8.35
H33 2.28 4.95 -4.62
H34 5.83 -6.20 1.91
H35 -0.50 2.94 -4.84
H36 -8.13 0.38 2.41
H37 -2.34 3.97 3.86
H38 0.82 -2.59 -4.49
H39 3.09 2.96 2.72
H40 -2.32 3.71 -1.72
H41 -1.34 0.23 -5.60
H42 3.27 3.91 4.27
H43 7.11 -0.60 2.74
H44 -0.44 6.38 0.64
H45 -4.35 -3.76 3.41
H46 1.84 -3.39 -1.30
H47 -2.65 0.28 -6.89
H48 2.63 2.39 6.71
H49 -3.76 4.86 -0.98
H50 3.10 6.38 -4.03
H51 2.74 5.67 2.72
H52 -0.22 -6.64 -2.07
H53 -1.10 2.02 -1.38
H54 0.15 1.42 2.94
H55 -0.97 0.35 3.80
H56 2.08 2.94 8.29
H57 5.29 -5.17 3.20
H58 2.31 2.40 4.20
H59 2.42 1.01 -3.64
H60 -2.29 2.71 -5.19
H61 -2.62 5.75 -4.46
H62 1.16 5.66 4.98
H63 -0.85 -2.40 -3.60
H64 -2.53 -5.39 -7.69
H65 1.98 0.05 -1.72
H66 -4.87 -0.43 -6.42
H67 3.07 -2.59 -2.17
H68 2.84 -1.12 1.25
H69 -6.09 -1.15 -0.79
H70 -6.39 -2.11 0.70
H71 -1.43 6.14 -3.18
H72 5.62 -1.98 -1.60
H73 0.73 -0.23 3.34
H74 0.32 -4.62 0.14
H75 -4.75 3.47 -0.43
H76 2.57 3.74 -2.53
H77 3.09 5.08 -0.41
H78 3.17 -1.97 5.91
H79 -1.53 1.87 -3.79
H80 2.92 2.41 -4.55
H81 7.25 -1.27 -1.64
H82 5.24 3.00 -0.21
H83 -2.90 -3.29 2.68
H84 -1.49 0.35 -1.68
H85 -7.73 -1.84 -0.44
H86 -3.86 -3.25 -2.06
H87 1.52 -1.81 2.12
H88 4.06 4.75 -4.09
H89 1.19 -6.24 0.06
H90 -2.44 -1.98 -4.12
H91 -3.20 -4.97 3.19
H92 -3.24 -6.43 -6.49
H93 4.62 -2.71 5.33
H94 -2.93 2.29 3.66
H95 -0.71 3.96 -2.87
H96 -1.63 0.99 -0.03
H97 -1.25 -5.26 -1.68
H98 -5.20 5.12 0.05
H99 -3.55 -4.65 -6.39
H100 6.99 -2.19 1.96
H101 -1.79 -1.38 -6.37
H102 -5.96 1.51 1.77
H103 -0.19 5.41 3.94
H104 4.59 5.01 -1.40
H105 3.38 0.91 -5.03
H106 0.83 3.74 2.41
H107 0.47 -5.42 1.64
H108 -5.66 -6.50 0.12
H109 -2.55 -2.04 -1.63
H110 2.94 -2.78 1.96
H111 -2.99 -0.38 7.30

The value obtained for the frontier orbital gap is 9.779 eV. Its total charge is 0. The LUMO energy comes out at 0.4 eV.

Here are the Mulliken charges for atoms 1 to 6, given in e: P 0.45; P 0.67; P 0.33; P -0.73; P 0.53; P 1.28

***

no.,total energy (hartree)
1,-649.0827
2,-2746.4149
3,-5333.9558
4,-2494.5419
5,-4885.3985
6,-6500.7211